C29H29F3N2O3 | ωB97M-V/def2-TZVPD

Computed properties:
* max |F|: 0.8 eV Å⁻¹
* HOMO energy: -0.3363 Eh
* SMILES: O=C(c1ccc(C(F)(F)F)cc1)N1CCC(=O)N([C@H](COCc2ccccc2)Cc2ccccc2)CC1
* charge: 0
* LUMO level: 0.6 eV

Each line ends with the Mulliken charge.
Cartesian coordinates (Å):
H: -1.2421 -0.0664 -1.5103  0.565
C: -1.6478 -3.4496 -3.3288  -1.001
C: -2.7730 0.6758 6.4466  -0.442
C: -0.6042 -2.1156 -1.6218  -0.224
F: -4.3520 -1.6079 -4.8319  -0.269
H: -0.7384 -1.5771 2.7384  0.323
C: 4.5527 4.9579 -0.2734  -0.381
H: 0.4161 -1.9321 4.0437  0.314
H: 2.7419 1.0234 -2.1097  0.448
C: -1.4114 0.9264 6.4824  -0.580
C: 4.5447 4.6463 1.0759  -0.774
C: 3.4378 4.6836 -1.0463  -0.872
H: 3.4268 3.8210 2.6995  0.420
H: 3.5217 0.1861 1.4621  0.585
F: -2.6815 -2.1672 -6.0641  -0.262
C: -1.0899 -0.5029 4.5724  0.565
O: -0.0822 -2.4321 0.6637  -0.670
C: -3.2930 -0.1613 5.4743  -0.572
C: 2.4614 -1.3985 0.4683  -0.936
C: -3.3112 -2.4503 -4.9025  0.997
C: 1.1199 3.0871 1.4911  -1.406
H: 0.8998 3.5160 2.4703  0.661
H: 3.6970 0.2284 -0.2937  0.524
C: -1.3523 -1.0125 -2.0183  0.182
C: -0.1651 -1.1369 3.5645  -0.567
H: 3.0344 -1.2894 -2.0429  0.461
C: -2.4563 -0.7429 4.5374  -0.495
H: 0.4891 0.5255 5.5741  0.383
C: 2.3222 4.0966 -0.4744  -0.085
H: -0.3993 0.4258 1.5103  0.270
H: -2.8214 -0.2706 -3.3871  0.458
H: 1.1223 0.7799 -2.7674  0.506
C: 1.9822 -1.0222 -1.9064  -0.948
H: 0.2444 3.1951 0.8534  0.422
H: -3.4272 1.1330 7.1744  0.377
C: 1.4294 1.5939 1.6899  -0.658
C: 0.2996 -2.0438 -0.4232  0.583
N: 1.5498 -1.5748 -0.6430  0.113
O: 0.8074 -0.2429 3.0542  -0.391
C: -0.7663 -3.3352 -2.2704  -0.200
N: 1.8993 0.9849 0.4490  0.579
F: -3.8244 -3.6810 -5.0531  -0.272
H: -0.3394 1.4752 2.9433  0.746
C: -2.3831 -2.3406 -3.7271  0.325
C: 3.4297 4.0577 1.6446  -0.200
H: -1.0012 1.5799 7.2387  0.385
C: -0.5746 0.3364 5.5529  -0.261
H: -4.3547 -0.3576 5.4418  0.383
H: 1.9043 -1.6198 1.3821  0.401
H: 3.4352 4.9308 -2.0981  0.398
O: 0.0553 1.5887 -0.7193  -0.643
H: -0.1991 -4.1938 -1.9440  0.509
H: 5.4092 4.8642 1.6860  0.395
H: 5.4228 5.4175 -0.7186  0.390
C: 0.2575 0.8151 2.2986  -0.595
H: -1.7736 -4.3926 -3.8382  0.421
C: 1.1536 1.0647 -0.6755  0.445
C: 2.3063 3.7754 0.8763  0.320
C: -2.2392 -1.1236 -3.0743  -1.187
H: 1.4518 3.8881 -1.0787  0.480
H: 3.3007 -2.0972 0.3755  0.341
H: -2.8635 -1.3907 3.7743  0.393
C: 2.9907 0.0431 0.5210  -0.949
H: 1.4100 -1.4935 -2.7072  0.363
C: 1.7923 0.5090 -1.9509  -1.208
H: 2.2569 1.5125 2.4020  0.614